Entry 1:
The following is a quantum chemistry calculation of a 2-piece molecular cluster, C7H13F5NO5S2 overall in a non-equilibrium geometry, from the OMol25 dataset.

Results
LUMO, eV: 2.3
Total charge: -1
Calculated total energy, eV: -54453.032

The geometry in XYZ format:
```
33
Properties=species:S:1:pos:R:3:forces:R:3:lowdin_charge:R:1
N 5.396321 -1.724762 2.303252 -0.693 0.973 0.585 -0.0764
C 3.934701 -2.122943 2.139157 0.304 -0.100 0.105 -0.3881
C 3.185856 -0.898855 1.438984 -1.632 -1.542 1.685 -0.2758
S 1.498801 -1.340525 0.865105 2.759 3.057 -5.662 0.7002
O 0.866248 -0.043572 0.367869 0.477 -2.598 2.749 -0.4095
O 1.524866 -2.263426 -0.346484 -0.111 0.715 3.800 -0.3982
C 0.407474 -2.135184 2.171460 -1.683 -1.501 0.412 -0.3662
F 1.032581 -2.341475 3.411784 -0.919 0.388 -2.196 0.0446
F 0.024597 -3.411994 1.657082 0.516 2.350 1.384 0.0205
C -0.949436 -1.325149 2.483927 -1.153 -0.731 0.644 -0.3762
F -1.740909 -2.191583 3.294199 1.238 1.767 -1.443 0.0591
F -0.726946 -0.184476 3.252781 -0.525 -2.152 -2.015 0.1098
F -1.706081 -1.070158 1.335950 1.764 -0.246 2.745 0.1026
H 5.427647 -0.744487 1.968424 0.191 -0.755 0.044 0.0345
H 5.589731 -1.637248 3.317905 -0.157 -0.142 -0.847 0.0405
H 3.952120 -3.082385 1.525553 -0.473 1.283 0.621 0.0958
H 3.570441 -2.366296 3.194117 0.175 0.114 -1.366 0.0804
H 3.019015 -0.117844 2.273124 -0.054 -0.913 -1.206 0.0472
O -0.953765 3.430484 -3.128622 -0.306 -0.114 0.466 -0.2823
S -2.150753 3.103464 -2.400960 -0.348 -0.714 -0.094 0.5956
O -2.194423 3.118025 -0.964879 0.253 0.199 -0.631 -0.2738
O -2.716886 1.686717 -2.927902 -0.173 1.197 -0.036 -0.2724
C -1.843340 0.550252 -2.917323 0.671 -1.014 0.352 -0.2579
C -1.678373 -0.022667 -1.522680 -0.036 0.307 0.136 -0.0856
C -3.477912 4.105357 -3.010125 -0.120 -0.060 -0.085 -0.1337
H -0.874856 0.804911 -3.356827 -0.113 0.184 0.049 0.1181
H -2.301793 -0.203518 -3.561973 -0.205 0.351 -0.102 0.1169
H -1.140953 0.669713 -0.873506 0.067 -0.198 -0.053 0.0564
H -1.116716 -0.957955 -1.553502 0.047 0.106 -0.011 0.0838
H -2.653099 -0.206546 -1.063210 -0.001 -0.051 -0.139 0.0801
H -3.482424 4.063481 -4.097834 0.026 -0.036 0.075 0.0686
H -3.305285 5.127349 -2.673667 0.108 -0.113 0.041 0.0710
H -4.416448 3.733294 -2.601181 0.107 -0.011 -0.007 0.0703
```
Positions in Å, forces in eV/Å.



Entry 2:
The following is a quantum chemistry calculation of C34H34N4OPPt as an isolated structure in a non-equilibrium geometry, from the OMol25 dataset.

Results
LUMO (alpha / beta), eV: 2.7 / 2.7
Total charge: -1
Calculated total energy, eV: -56353.958

The geometry in XYZ format:
```
75
Properties=species:S:1:pos:R:3:forces:R:3:lowdin_charge:R:1
Pt -0.122081 -0.393180 1.350423 0.006 0.230 0.101 0.9434
C -1.178181 0.446320 4.302923 -0.274 0.209 0.041 -0.0989
N -0.241081 -0.577480 3.874523 -0.048 0.036 -0.456 -0.3128
C 1.041419 -0.403880 4.532923 0.174 0.011 0.027 -0.1033
C -0.794581 -1.912780 4.104623 -0.046 -0.271 -0.177 -0.1821
C -1.582781 -2.466580 2.934323 0.148 0.089 0.101 -0.2603
C -2.564381 -3.410380 3.201623 -0.019 0.007 0.093 -0.0853
C -3.181981 -4.099480 2.173523 -0.157 -0.227 0.059 -0.1291
C -2.786781 -3.853880 0.871423 -0.104 -0.059 -0.112 -0.1251
C -1.840781 -2.876780 0.610423 0.216 0.043 -0.152 -0.1490
C -1.218581 -2.125280 1.615323 0.036 0.086 -0.088 -0.2558
H -1.411081 0.356320 5.379023 0.053 -0.062 -0.045 0.0876
H -2.095381 0.360720 3.722623 -0.006 0.039 0.050 0.0888
H -0.757081 1.434620 4.124823 -0.007 -0.019 -0.073 0.0779
H 0.966019 -0.512680 5.628323 -0.076 -0.005 -0.057 0.0880
H 1.431919 0.590120 4.313923 -0.009 0.007 -0.037 0.0837
H 1.746619 -1.143080 4.155523 0.017 0.018 -0.047 0.0791
H -1.409881 -1.919180 5.021623 0.132 -0.013 -0.060 0.1170
H 0.043519 -2.601380 4.271323 -0.036 0.146 0.023 0.1251
H -2.844481 -3.620980 4.228723 0.007 0.001 0.063 0.0978
H -3.946581 -4.835680 2.390423 -0.015 -0.015 0.003 0.0862
H -3.224381 -4.418680 0.056323 -0.029 0.006 -0.040 0.0892
H -1.546281 -2.711580 -0.422077 -0.025 0.015 0.057 0.0550
C 1.282919 0.520020 -4.259277 0.020 0.085 -0.059 -0.0413
C -0.068981 -0.111180 -4.113777 0.189 -0.038 0.148 -0.2626
C -0.812081 -0.337680 -5.266377 -0.025 -0.031 -0.116 -0.0580
C -2.051581 -0.949680 -5.234377 -0.118 -0.053 0.095 -0.0932
C -2.582881 -1.343280 -4.017677 -0.134 -0.024 -0.230 -0.0910
C -1.864281 -1.105380 -2.862377 0.058 -0.088 0.167 -0.1141
C -0.603781 -0.512580 -2.879177 -0.655 -0.001 0.607 -0.2954
P 0.091819 -0.183380 -1.162877 1.493 -0.176 0.309 1.0907
C 0.512119 1.572520 -1.447477 -0.102 0.178 0.129 -0.3305
C 1.830219 2.019120 -1.477577 -0.121 -0.036 -0.095 -0.1192
C 2.120119 3.369820 -1.490677 0.067 0.067 -0.076 -0.0921
C 1.087819 4.292320 -1.488077 -0.108 0.064 -0.044 -0.0964
C -0.226281 3.855620 -1.494477 0.036 0.207 -0.112 -0.0586
C -0.536481 2.502420 -1.474077 0.167 -0.057 -0.058 -0.2768
C -1.961081 2.049820 -1.434677 -0.088 -0.079 0.034 -0.0580
C 1.643319 -1.144980 -1.191977 -0.454 0.278 0.122 -0.3203
C 1.793419 -2.100180 -2.190277 0.375 -0.403 -0.334 -0.1320
C 2.751319 -3.098180 -2.139777 -0.357 0.051 -0.359 -0.1239
C 3.550719 -3.195080 -1.007077 0.081 0.095 0.271 -0.1220
C 3.415619 -2.281780 0.006223 0.165 -0.215 -0.081 -0.0753
C 2.494619 -1.202280 -0.040577 0.119 0.229 -0.215 -0.2735
C 2.463819 -0.358380 1.100623 0.158 -0.685 0.483 -0.1871
H 1.673519 0.340720 -5.261277 0.019 -0.021 -0.017 0.0790
H 1.980819 0.117420 -3.530977 0.089 0.048 0.005 0.0619
H 1.220619 1.598020 -4.107677 0.049 0.038 0.033 0.0851
H -0.399981 -0.035080 -6.221677 0.070 0.021 -0.011 0.1055
H -2.596581 -1.119580 -6.152777 -0.034 -0.004 -0.058 0.0951
H -3.551081 -1.822880 -3.971977 -0.048 -0.012 0.034 0.0982
H -2.287381 -1.375980 -1.904177 -0.077 -0.042 0.042 0.0852
H 2.636919 1.298020 -1.459377 -0.001 -0.057 -0.011 0.1067
H 3.146919 3.709220 -1.475377 0.065 -0.011 -0.001 0.1016
H 1.304419 5.351420 -1.461277 0.022 0.050 0.008 0.0984
H -1.028881 4.585420 -1.482577 -0.036 -0.034 -0.008 0.1059
H -2.630681 2.886820 -1.242277 -0.037 0.009 0.027 0.0807
H -2.084781 1.315920 -0.634977 -0.151 0.051 0.002 0.0520
H -2.248381 1.575520 -2.373077 -0.060 0.036 -0.091 0.0749
H 1.116419 -2.084080 -3.032077 0.034 -0.045 -0.078 0.0888
H 2.845219 -3.807280 -2.951077 -0.047 -0.043 -0.018 0.0838
H 4.277819 -3.992880 -0.923877 0.067 -0.021 0.039 0.0908
H 4.038819 -2.374680 0.887223 0.038 0.037 0.049 0.0962
H 2.957119 1.707820 1.198823 -0.256 -0.018 -0.060 0.1416
H 3.205119 -0.638480 1.856723 -0.259 -0.051 -0.065 0.0849
N -1.415081 4.049520 2.113423 0.103 0.163 -0.034 0.1604
C -0.959881 2.793120 1.770223 -0.607 0.209 0.198 -0.5567
O -1.766481 1.871320 1.636823 -0.095 0.320 0.043 -0.0439
C 0.470119 2.648220 1.645923 -0.574 -1.075 -0.048 -0.2275
C 1.312319 3.745420 1.768023 0.810 0.647 0.176 -0.2722
N 2.031519 4.644420 1.898723 -0.022 0.058 -0.010 0.1264
C 0.916919 1.355120 1.382623 0.397 -0.292 -0.160 -0.3226
N 2.188619 1.038120 1.156223 -0.110 0.438 0.171 -0.0374
H -0.774981 4.822820 2.029523 -0.083 0.050 -0.017 0.0754
H -2.392581 4.233720 1.965423 0.028 -0.090 0.000 0.0949
```
Positions in Å, forces in eV/Å.



Entry 3:
The following is a quantum chemistry calculation of C27H26AsHgNO2PS2Te as an isolated structure, from the OMol25 dataset.

Results
LUMO (alpha / beta), eV: 3.9 / 3.9
Total charge: -2
2S+1: 2
Calculated total energy, eV: -137271.226

The geometry in XYZ format:
```
62
Properties=species:S:1:pos:R:3:forces:R:3:lowdin_charge:R:1
Hg -0.574722 0.669213 -0.167895 0.148 0.206 0.095 0.6891
O 0.331108 -1.631970 -1.733681 -0.098 -0.216 -0.286 -0.1241
C -0.364065 -1.433954 -0.740872 -0.008 0.404 0.442 -0.5479
C -1.174958 -2.384288 -0.049080 0.007 -0.218 -0.280 -0.2790
C -1.477113 -3.593372 -0.770972 0.091 0.018 0.154 -0.0693
C -2.280250 -4.568623 -0.256151 -0.032 -0.012 0.095 -0.1441
C -2.850862 -4.435055 1.034833 0.060 0.078 -0.074 -0.1475
C -2.563521 -3.282912 1.762158 0.064 -0.119 0.027 -0.1419
C -1.739668 -2.272966 1.279763 -0.149 0.096 -0.191 -0.3825
P -1.388366 -0.796957 2.249105 0.035 0.072 0.207 1.0115
C -2.457955 -0.956441 3.744383 0.027 0.126 -0.108 -0.3732
C -2.071617 -1.566060 4.933962 0.005 -0.136 0.104 -0.0923
C -2.899164 -1.537827 6.051961 0.030 -0.002 -0.059 -0.1044
C -4.129943 -0.900208 5.994239 0.005 -0.024 0.015 -0.1216
C -4.528240 -0.287557 4.812970 0.036 0.000 -0.073 -0.1029
C -3.692721 -0.306717 3.704752 -0.095 -0.036 0.005 -0.0999
C 0.250046 -1.153868 3.005989 -0.034 0.002 0.076 -0.3810
C 0.906200 -2.370594 2.866199 0.029 -0.009 -0.014 -0.0844
C 2.128848 -2.585914 3.489393 -0.027 0.036 0.010 -0.0986
C 2.704018 -1.590919 4.266601 -0.029 0.007 -0.010 -0.1190
C 2.057586 -0.367437 4.408042 -0.005 -0.029 -0.024 -0.1185
C 0.843601 -0.151480 3.772208 0.014 0.013 -0.003 -0.1188
H -1.059362 -3.687224 -1.765094 0.025 0.013 0.006 0.0945
H -2.495295 -5.450871 -0.852283 -0.003 -0.002 0.003 0.0781
H -3.492500 -5.202931 1.448199 -0.015 0.005 0.001 0.0647
H -2.989060 -3.177042 2.754058 -0.001 -0.003 0.008 0.0836
H -1.115147 -2.073707 4.986270 -0.013 0.033 0.013 0.1015
H -2.578291 -2.016232 6.970310 0.003 -0.008 -0.002 0.0903
H -4.774845 -0.877483 6.865095 0.004 0.007 0.004 0.0866
H -5.482868 0.221633 4.758741 -0.006 -0.003 -0.010 0.0934
H -3.992044 0.192597 2.789553 -0.003 0.015 0.015 0.1060
H 0.456610 -3.144829 2.255552 0.020 0.022 -0.020 0.1098
H 2.640407 -3.531463 3.354327 -0.004 -0.002 -0.006 0.0954
H 3.657071 -1.762784 4.754890 0.007 0.006 -0.007 0.0860
H 2.503754 0.420580 5.005148 -0.006 0.005 0.004 0.0928
H 0.342587 0.807241 3.872027 0.030 0.007 -0.030 0.0954
C 3.644563 0.905109 -1.397478 -0.058 0.001 -0.081 -0.2107
As 3.590521 0.277447 0.420729 -0.253 -0.444 -0.011 0.9217
C 3.194352 1.828523 1.467531 -0.050 -0.086 0.066 -0.2311
C 5.423086 -0.181921 0.844654 0.086 0.008 0.044 -0.2307
O 2.608142 -1.014881 0.649280 0.297 0.224 0.057 -0.4962
H 4.464688 1.608207 -1.545930 -0.006 0.010 0.006 0.0276
H 2.692353 1.391216 -1.608662 -0.006 -0.015 -0.026 0.0310
H 3.753464 0.039517 -2.048277 -0.011 0.011 -0.018 0.0365
H 4.042965 2.511404 1.498391 -0.026 -0.001 -0.028 0.0311
H 2.924131 1.504365 2.470743 0.012 0.022 0.031 0.0277
H 2.334856 2.322615 1.017000 0.040 -0.084 0.015 -0.0341
H 6.081243 0.686761 0.810714 0.000 0.002 -0.012 0.0218
H 5.760246 -0.936997 0.136215 0.012 -0.012 0.009 0.0257
H 5.417603 -0.609695 1.846672 0.034 0.002 -0.002 0.0227
S -5.019633 2.618934 -2.576431 0.268 -0.131 0.113 0.2606
C -3.596956 1.992187 -1.975792 -0.308 0.165 -0.158 -1.0389
N -2.596870 1.555832 -1.565990 0.019 0.093 0.054 -0.0816
Te -0.521931 3.501813 0.308076 -0.049 -0.263 -0.208 0.5760
C 0.750306 4.085014 1.893425 -0.075 0.075 0.137 -1.0945
C 0.550838 3.979657 3.245261 0.120 -0.103 0.008 -0.2767
C 1.552102 4.622088 4.031729 -0.048 -0.061 -0.037 -0.2253
C 2.510298 5.222405 3.270790 -0.002 -0.014 -0.029 -0.4611
S 2.181979 4.996065 1.603690 -0.084 0.228 -0.054 0.8543
H -0.291556 3.440683 3.657621 -0.024 0.052 0.001 0.0872
H 1.548731 4.643502 5.113838 0.007 -0.022 -0.003 0.0859
H 3.372804 5.782388 3.596885 -0.006 -0.009 0.041 0.0434
```
Positions in Å, forces in eV/Å.



total charge of number 3 (C27H26AsHgNO2PS2Te)? -2